(1)
Molecular formula: C18H16BF4MoN7O2S
Method: DFT, the ωB97M-V functional and the def2-TZVPD basis

```
! RIJCOSX wB97M-V def2-TZVPD def2/J DEFGRID3
* xyz -2 3
Mo -0.09899 -0.66541 1.06310
N -3.06200 -1.86764 4.02067
C -1.98170 -1.34527 3.33235
S -1.14330 -2.43927 2.23141
N -1.67555 -0.11362 3.56241
N -0.54374 0.29592 2.83837
C 0.17424 1.17772 3.44367
C 1.43595 1.68109 2.94094
C 1.97882 2.81306 3.56841
C 3.19526 3.34237 3.20343
C 3.91877 2.71889 2.18274
C 3.42618 1.59645 1.56108
C 2.17836 1.04079 1.91896
O 1.79605 -0.06188 1.31321
H -3.50512 -2.63744 3.54502
H -3.70517 -1.15866 4.34110
H -0.17150 1.53128 4.41310
H 1.40206 3.28103 4.35949
H 3.57804 4.22809 3.69419
H 4.87653 3.12272 1.87362
H 3.97169 1.09949 0.76900
N 0.54453 -1.81987 -0.84793
C 0.61069 -1.04429 -2.04969
C 1.58823 -0.06354 -2.17251
C 1.61075 0.74750 -3.29360
C 0.65700 0.59097 -4.29124
C -0.31172 -0.39136 -4.16191
C -0.33877 -1.21696 -3.04594
H 1.45081 -2.22709 -0.64253
H -0.10697 -2.60245 -0.96252
H 2.27852 0.09515 -1.35323
H 2.35067 1.53480 -3.36955
H 0.65892 1.24911 -5.15114
H -1.06379 -0.52306 -4.92968
H -1.08293 -1.99992 -2.95793
O -0.11714 1.16684 -0.11832
N -1.35807 1.02542 -0.56133
C -1.99196 2.08421 -1.19033
C -3.36295 1.99625 -1.45337
N -4.50128 1.94179 -1.67363
C -1.25455 3.20879 -1.58374
N -0.68725 4.16155 -1.92301
C -1.93523 -0.17950 -0.03110
H -2.80648 0.03916 0.59786
H -2.21672 -0.87494 -0.82807
F -1.33319 -6.23374 -2.17228
B -0.93215 -4.91853 -2.44762
F -1.61334 -4.43035 -3.57294
F 0.45597 -4.86764 -2.66205
F -1.23647 -4.08800 -1.32698
*
```

The expectation value of S² is 2.02. The HOMO-LUMO gap (alpha / beta) comes out at 5.61 / 5.83 eV. Its molar mass is 577.2 g mol⁻¹.

Atomic partial charges in e from the Mulliken method, atoms 1 to 6: 0.2018 -0.5386 0.6234 -0.4721 -1.1916 0.7769

***

(2)
Molecular formula: C38H37Co2NO7P
Method: DFT, the ωB97M-V functional and the def2-TZVPD basis

```
! RIJCOSX wB97M-V def2-TZVPD def2/J DEFGRID3
* xyz -1 1
O -3.82897 -2.97506 0.57396
C -3.25536 -1.97312 0.49381
Co -2.42083 -0.43907 0.49977
C -1.25832 -0.84631 1.76125
O -0.48288 -1.26516 2.51591
C -1.70049 -0.80316 -1.05265
O -1.20720 -1.20401 -2.02498
C -3.55988 0.93466 0.35095
C -3.61992 0.23889 1.57232
C -4.35423 -0.04358 2.67692
C -3.85092 -0.58222 3.91943
C -4.70170 -1.45007 4.65270
C -4.20814 -2.17217 5.73127
C -2.87115 -2.00628 6.13079
C -2.06608 -1.05616 5.49274
C -2.55104 -0.33550 4.40248
Co -2.25551 2.04994 1.05976
C -1.03785 2.19126 2.27913
O -0.20162 2.37817 3.06714
C -3.28231 3.42445 1.15540
O -3.92977 4.38816 1.13744
P -1.20988 2.53201 -0.71757
C 0.43857 1.77277 -1.00207
C 1.21308 2.12756 -2.11875
C 2.45906 1.52356 -2.32131
C 2.95900 0.60546 -1.39172
C 2.21768 0.29933 -0.24738
C 0.96216 0.88568 -0.05701
C -2.18169 2.21973 -2.24408
C -1.69842 1.45026 -3.30962
C -2.53691 1.14314 -4.38585
C -3.84880 1.61849 -4.42021
C -4.32207 2.42961 -3.38467
C -3.49378 2.72149 -2.29260
C -0.80807 4.32076 -0.87615
C -1.27357 5.12594 -1.92407
C -1.01110 6.49929 -1.92676
C -0.25423 7.07200 -0.90359
C 0.24044 6.26970 0.12978
C -0.02777 4.89791 0.13846
H -4.35065 1.16753 -0.33779
H -5.45657 0.00188 2.60318
H -5.72889 -1.57521 4.30707
H -4.85377 -2.88400 6.24331
H -2.44884 -2.65291 6.91060
H -1.04077 -0.89724 5.82285
H -1.96197 0.45294 3.93148
H 0.83260 2.86334 -2.82934
H 3.04076 1.77490 -3.20960
H 3.92866 0.12395 -1.54490
H 2.61101 -0.39072 0.50415
H 0.38828 0.63559 0.84318
H -0.66426 1.11789 -3.31484
H -2.14999 0.52603 -5.19734
H -4.50669 1.36343 -5.25470
H -5.33516 2.83616 -3.40575
H -3.87707 3.34065 -1.47176
H -1.84524 4.68645 -2.73746
H -1.40069 7.11740 -2.73594
H -0.04653 8.14266 -0.90853
H 0.83579 6.70816 0.93178
H 0.36450 4.27474 0.94594
C 4.37418 -4.54782 -3.89395
O 3.92812 -4.25605 -2.58566
C 3.13409 -3.06748 -2.47174
C 2.50214 -3.15285 -1.09520
N 3.59791 -3.22049 -0.16071
C 3.29960 -3.89121 1.07029
C 4.60976 -4.40797 1.64820
O 5.68229 -3.62267 1.14384
C 6.94298 -3.88057 1.73985
H 4.72998 -5.58312 -3.86291
H 3.56869 -4.45872 -4.64435
H 5.20160 -3.88560 -4.19562
H 3.78768 -2.17388 -2.52045
H 2.34972 -3.02464 -3.25378
H 1.86632 -2.27774 -0.88677
H 1.88625 -4.07196 -1.03693
H 4.41519 -3.62847 -0.59820
H 2.80735 -3.19114 1.75927
H 2.62746 -4.74256 0.88333
H 4.56915 -4.35972 2.74997
H 4.72604 -5.45579 1.30608
H 7.62496 -3.12353 1.33840
H 6.92150 -3.79417 2.84166
H 7.33300 -4.88386 1.48941
*
```

The HOMO-LUMO gap comes out at 5.35 eV. Its molar mass is 768.6 g mol⁻¹.

Atomic partial charges in e from the Mulliken method, atoms 1 to 6: -0.4084 -0.1594 0.5913 -0.0286 -0.4078 0.9580